C19H51BBr5O20P5Si2 as an isolated structure at a distorted geometry. Source: the Open Molecules 2025 dataset; level of theory: ωB97M-V/def2-TZVPD.

```
103
Properties=species:S:1:pos:R:3:mulliken_charge:R:1
C 4.599 0.916 0.185 -0.69
O 3.172 0.793 0.015 -0.52
B 2.767 1.134 -1.252 0.93
O 3.587 1.777 -2.162 -0.63
Si 0.883 0.700 -1.735 -0.09
O 0.783 -0.886 -2.335 -0.19
Si 1.707 -1.176 -3.706 0.22
C 3.230 -2.282 -3.426 -0.28
Br 3.801 -2.430 -1.557 -0.10
C 4.350 -1.824 -4.417 -0.01
C 5.391 -0.839 -3.824 -0.87
Br 5.174 -3.415 -5.249 -0.14
P 0.328 -2.218 -5.171 0.08
O 1.155 -3.490 -5.888 -0.43
Br -1.203 -3.150 -3.779 0.02
C 0.044 1.981 -2.858 0.40
Br -0.726 1.507 -4.589 -0.14
C -0.091 3.261 -2.521 0.28
C -0.765 4.283 -3.460 -1.36
Br 0.522 3.993 -0.843 -0.20
H 5.101 0.024 -0.218 0.27
H 4.794 0.941 1.274 0.18
H 5.017 1.852 -0.216 0.33
H 3.261 1.703 -3.068 0.39
H 0.130 0.706 -0.460 -0.20
H 2.101 0.089 -4.355 -0.11
H 2.940 -3.299 -3.742 0.62
H 3.846 -1.292 -5.244 0.25
H 5.057 -0.320 -2.917 0.09
H 5.555 -0.051 -4.585 0.32
H 6.367 -1.335 -3.711 0.39
H 0.801 -4.307 -5.497 0.30
H -0.229 4.214 -4.417 0.39
H -0.579 5.302 -3.081 0.39
H -1.844 4.102 -3.534 0.31
C -5.458 -7.646 0.944 -0.73
O -4.444 -7.304 -0.018 -0.30
P -4.563 -5.758 -0.725 1.37
O -3.604 -6.132 -1.824 -0.67
O -3.819 -5.062 0.552 -0.36
C -2.537 -5.541 0.947 -0.71
O -4.944 -4.254 -1.373 -0.55
C -3.866 -3.384 -1.681 -0.77
H -5.222 -8.625 1.356 0.25
H -5.482 -6.915 1.756 0.32
H -6.437 -7.692 0.462 0.31
H -2.025 -6.057 0.134 0.36
H -2.642 -6.214 1.799 0.25
H -1.941 -4.681 1.252 0.27
H -3.170 -3.850 -2.377 0.21
H -3.343 -3.072 -0.777 0.33
H -4.288 -2.498 -2.155 0.30
C 3.243 2.853 3.144 -0.77
O 4.565 3.039 3.682 -0.35
P 5.137 4.644 3.741 1.11
O 6.562 4.204 3.941 -0.65
O 4.339 4.873 5.156 -0.10
C 4.599 3.995 6.248 -0.80
O 5.457 6.292 3.680 -0.46
C 6.205 6.858 4.747 -0.56
H 2.978 1.801 3.222 0.28
H 2.513 3.441 3.708 0.32
H 3.224 3.143 2.092 0.31
H 5.568 3.503 6.155 0.35
H 3.812 3.242 6.311 0.28
H 4.589 4.589 7.162 0.26
H 7.171 6.368 4.855 0.31
H 5.648 6.812 5.684 0.21
H 6.374 7.906 4.498 0.26
C -6.428 -6.577 -2.834 -0.86
O -7.293 -7.322 -3.709 -0.43
P -7.456 -6.722 -5.289 1.23
O -8.680 -7.516 -5.627 -0.66
O -6.071 -7.448 -5.755 -0.31
C -5.965 -8.864 -5.649 -0.65
O -7.415 -5.708 -6.614 -0.48
C -7.441 -6.312 -7.898 -0.55
H -6.371 -7.115 -1.884 0.07
H -5.425 -6.494 -3.254 0.53
H -6.838 -5.579 -2.657 0.43
H -6.942 -9.347 -5.625 0.36
H -5.407 -9.124 -4.747 0.21
H -5.412 -9.222 -6.517 0.25
H -8.323 -6.938 -8.023 0.30
H -6.535 -6.891 -8.076 0.23
H -7.483 -5.505 -8.630 0.25
C 1.787 7.013 4.455 -0.68
O 0.858 7.825 5.197 -0.38
P 0.537 7.323 6.785 1.19
O -0.698 8.152 6.963 -0.69
O 1.888 8.057 7.337 -0.30
C 2.028 9.463 7.162 -0.69
O 0.438 6.386 8.162 -0.46
C 0.306 7.062 9.404 -0.57
H 1.952 7.478 3.484 0.34
H 2.741 6.940 4.981 0.28
H 1.373 6.014 4.306 0.30
H 1.065 9.956 7.021 0.37
H 2.671 9.664 6.303 0.22
H 2.504 9.864 8.057 0.26
H -0.573 7.706 9.412 0.30
H 1.202 7.639 9.632 0.23
H 0.182 6.299 10.172 0.26
```

- Orbital gap: 5.979 eV
- LUMO energy: -2.68 eV